1.
{
  "formula": "C31H53ClMnN2O6P2Si2",
  "method": "ωB97M-V/def2-TZVPD",
  "species": ["Mn", "C", "C", "C", "Si", "C", "C", "Si", "H", "H", "H", "Cl", "C", "C", "C", "C", "H", "H", "H", "H", "H", "H", "H", "H", "H", "H", "H", "H", "C", "C", "P", "H", "H", "P", "H", "H", "C", "C", "C", "C", "C", "H", "C", "H", "H", "H", "H", "H", "H", "H", "C", "C", "H", "H", "H", "H", "H", "H", "H", "C", "C", "H", "H", "H", "H", "H", "H", "C", "C", "H", "H", "H", "H", "H", "H", "H", "C", "H", "H", "H", "O", "C", "O", "C", "C", "C", "C", "C", "C", "N", "O", "O", "N", "O", "O", "H", "H", "H"],
  "xyz": [[0.053, 0.038, 0.043], [-1.389, 1.200, 2.222], [-0.518, 0.139, 2.555], [0.800, 0.494, 2.049], [-1.109, -1.454, 3.352], [0.659, 1.721, 1.298], [-0.745, 2.108, 1.357], [-1.671, 3.432, 0.407], [-2.411, 1.318, 2.609], [1.749, 0.033, 2.321], [1.484, 2.321, 0.917], [3.160, -1.845, -3.392], [-3.448, 3.504, 0.946], [-0.843, 5.086, 0.664], [-2.889, -1.325, 3.872], [-0.038, -1.835, 4.828], [-0.706, 5.227, 1.747], [-1.509, 5.879, 0.292], [0.134, 5.182, 0.174], [-4.058, 2.742, 0.447], [-3.859, 4.492, 0.697], [-3.544, 3.348, 2.028], [0.054, -0.912, 5.421], [0.969, -2.191, 4.577], [-0.544, -2.594, 5.443], [-3.146, -0.305, 4.183], [-3.052, -2.003, 4.722], [-3.579, -1.610, 3.067], [-1.618, 2.830, -1.396], [-0.994, -2.754, 1.967], [-0.111, 1.889, -1.873], [-1.778, 3.704, -2.049], [-2.486, 2.157, -1.526], [0.376, -2.497, 0.766], [-1.947, -2.699, 1.407], [-0.953, -3.749, 2.443], [0.331, -3.915, -0.440], [1.915, -2.819, 1.809], [1.231, 3.212, -1.799], [-0.255, 1.497, -3.687], [-0.477, 0.000, -3.916], [0.736, 1.763, -4.096], [-1.329, 2.320, -4.404], [-2.326, 2.136, -3.983], [-1.348, 2.025, -5.461], [-1.126, 3.397, -4.370], [0.388, -0.596, -3.599], [-0.619, -0.182, -4.991], [-1.369, -0.373, -3.385], [1.171, 3.577, -0.762], [0.978, 4.388, -2.747], [2.629, 2.624, -2.017], [0.040, 4.917, -2.534], [0.976, 4.072, -3.799], [1.794, 5.115, -2.624], [2.908, 1.925, -1.219], [3.372, 3.435, -2.009], [2.711, 2.113, -2.987], [1.826, -2.088, 2.628], [3.204, -2.510, 1.040], [1.947, -4.227, 2.410], [1.090, -4.431, 3.065], [2.854, -4.325, 3.025], [1.993, -5.002, 1.634], [3.292, -1.441, 0.809], [3.273, -3.081, 0.102], [4.075, -2.776, 1.657], [-0.188, -3.481, -1.812], [-0.467, -5.112, 0.082], [1.393, -4.202, -0.552], [-1.514, -4.839, 0.268], [-0.045, -5.531, 1.002], [-0.453, -5.904, -0.677], [-1.178, -3.001, -1.750], [-0.276, -4.364, -2.462], [0.497, -2.786, -2.310], [2.508, -0.918, -1.991], [1.440, -1.106, -1.847], [3.087, -1.237, -1.123], [2.706, 0.136, -2.195], [-2.695, -1.504, -2.071], [-2.836, -0.865, -1.019], [-1.890, -0.393, -0.273], [-4.228, -0.598, -0.512], [-4.441, -0.103, 0.779], [-5.742, 0.197, 1.216], [-6.854, -0.068, 0.405], [-6.630, -0.586, -0.876], [-5.330, -0.847, -1.347], [-7.771, -0.839, -1.711], [-8.905, -0.600, -1.239], [-7.601, -1.283, -2.864], [-5.903, 0.883, 2.473], [-4.862, 1.219, 3.100], [-7.050, 1.137, 2.885], [-3.597, 0.066, 1.445], [-7.855, 0.144, 0.755], [-5.165, -1.250, -2.341]],
  "mulliken_charge": [-0.214, -0.312, 0.140, -0.974, -0.183, -1.060, 0.407, -0.252, 0.818, 0.529, 0.492, -0.209, -1.050, -1.124, -1.065, -1.154, 0.386, 0.359, 0.276, 0.141, 0.513, 0.336, 0.376, 0.270, 0.375, 0.312, 0.509, 0.207, -1.282, -1.270, 0.544, 0.940, 0.170, 0.415, 0.217, 0.992, 0.775, 1.232, 1.307, 0.714, -0.894, 0.442, -1.566, 0.258, 0.487, 0.298, -0.014, 0.547, 0.047, -0.263, -1.735, -1.648, 0.298, 0.345, 0.476, 0.220, 0.538, 0.297, -0.308, -1.487, -1.758, 0.308, 0.466, 0.364, 0.164, 0.267, 0.531, -0.969, -1.578, 0.450, 0.264, 0.307, 0.484, 0.053, 0.545, -0.006, 1.540, -1.333, -0.157, -0.167, -0.850, -0.982, 1.613, 0.700, 1.159, -1.153, -0.598, -0.552, -0.636, 0.992, -0.604, -0.590, 0.971, -0.516, -0.633, 0.672, 0.643, 0.651],
  "homo_energy_ev": [-7.09, -7.58],
  "molar_mass_g_mol": 758.28,
  "largest_force_ev_per_a": 3.3,
  "multiplicity": 4,
  "e_above_lowest_kj_mol": 0.00,
  "orbital_gap_ha": [0.2149, 0.2330]
}

2.
{
  "formula": "C41H63N3O3PtSi",
  "method": "ωB97M-V/def2-TZVPD",
  "species": ["Pt", "C", "C", "C", "C", "C", "C", "C", "N", "C", "C", "C", "C", "C", "C", "O", "C", "C", "C", "C", "C", "C", "C", "C", "C", "O", "C", "C", "C", "C", "C", "C", "H", "H", "H", "H", "H", "H", "H", "H", "H", "H", "H", "H", "H", "H", "H", "H", "H", "H", "H", "H", "H", "H", "H", "H", "H", "H", "H", "H", "H", "H", "H", "H", "H", "H", "H", "H", "H", "H", "H", "H", "C", "Si", "C", "C", "N", "C", "C", "C", "C", "C", "C", "H", "H", "H", "H", "H", "H", "H", "H", "H", "H", "H", "H", "H", "H", "C", "N", "C", "C", "C", "O", "H", "H", "H", "H", "H", "H", "H", "H", "H"],
  "xyz": [[-1.667, 0.897, -0.353], [5.437, 0.562, -3.100], [4.338, -0.398, -2.642], [4.850, -1.158, -1.410], [4.064, -1.397, -3.775], [3.040, 0.336, -2.294], [1.971, -0.377, -1.797], [0.769, 0.265, -1.482], [-0.369, -0.346, -0.993], [-0.751, -1.667, -0.885], [-0.076, -2.774, -1.417], [-0.530, -4.053, -1.187], [-1.718, -4.207, -0.455], [-2.467, -3.150, 0.040], [-1.975, -1.841, -0.166], [-2.620, -0.777, 0.280], [-3.816, -3.385, 0.729], [-4.923, -2.698, -0.089], [-3.811, -2.828, 2.159], [-4.162, -4.873, 0.818], [0.253, -5.239, -1.753], [-0.330, -6.580, -1.306], [1.710, -5.170, -1.273], [0.224, -5.187, -3.287], [0.650, 1.693, -1.582], [-0.468, 2.272, -1.180], [1.734, 2.424, -2.101], [2.877, 1.715, -2.455], [1.785, 3.953, -2.268], [2.935, 4.503, -1.408], [2.039, 4.290, -3.744], [0.512, 4.697, -1.844], [6.354, -0.001, -3.284], [5.654, 1.316, -2.341], [5.167, 1.070, -4.028], [5.800, -1.648, -1.636], [4.147, -1.927, -1.085], [5.006, -0.473, -0.574], [4.982, -1.920, -4.056], [3.677, -0.881, -4.655], [3.327, -2.144, -3.474], [2.087, -1.429, -1.592], [0.780, -2.627, -2.055], [-2.085, -5.207, -0.291], [-4.741, -1.629, -0.175], [-5.892, -2.851, 0.394], [-4.972, -3.122, -1.095], [-3.620, -1.758, 2.163], [-3.040, -3.313, 2.762], [-4.780, -3.013, 2.629], [-4.245, -5.330, -0.170], [-5.127, -4.981, 1.316], [-3.423, -5.429, 1.399], [-0.356, -6.664, -0.218], [0.291, -7.391, -1.690], [-1.342, -6.728, -1.689], [1.756, -5.158, -0.183], [2.214, -4.273, -1.640], [2.269, -6.036, -1.634], [-0.805, -5.211, -3.652], [0.759, -6.041, -3.709], [0.692, -4.276, -3.664], [3.708, 2.281, -2.851], [3.909, 4.141, -1.741], [2.803, 4.209, -0.365], [2.948, 5.595, -1.457], [2.942, 3.813, -4.126], [2.152, 5.370, -3.865], [1.198, 3.963, -4.359], [0.318, 4.582, -0.779], [-0.365, 4.348, -2.385], [0.656, 5.761, -2.057], [-0.673, -1.133, 3.276], [0.888, -0.165, 2.930], [1.945, -1.083, 1.703], [1.874, -0.136, 4.531], [0.342, 1.333, 2.214], [0.497, 2.599, 2.576], [-0.181, 3.611, 1.821], [-0.089, 4.939, 2.165], [0.683, 5.337, 3.259], [1.385, 4.383, 4.000], [1.307, 3.050, 3.672], [-0.501, -2.202, 3.119], [-1.469, -0.825, 2.595], [-1.014, -0.991, 4.304], [2.293, -2.010, 2.168], [2.818, -0.505, 1.390], [1.378, -1.349, 0.810], [2.015, -1.172, 4.849], [1.360, 0.388, 5.341], [2.866, 0.308, 4.413], [-0.745, 3.293, 0.954], [-0.602, 5.686, 1.571], [0.752, 6.384, 3.523], [1.999, 4.695, 4.834], [1.867, 2.323, 4.239], [-4.813, 3.906, 2.927], [-4.190, 3.654, 1.633], [-4.066, 4.746, 0.672], [-3.598, 2.493, 1.349], [-3.668, 1.353, 2.316], [-2.974, 2.390, 0.272], [-5.011, 4.971, 3.009], [-4.155, 3.622, 3.747], [-5.759, 3.373, 3.031], [-4.839, 5.482, 0.876], [-4.185, 4.363, -0.338], [-3.084, 5.218, 0.738], [-4.553, 1.379, 2.946], [-2.775, 1.376, 2.949], [-3.635, 0.427, 1.747]],
  "mulliken_charge": [1.348, -2.392, 2.141, -1.518, -1.430, -0.170, -0.301, 0.570, -0.314, 0.084, -0.712, -0.511, -0.112, -0.499, 0.055, -1.443, 2.371, -1.600, -1.242, -2.435, 2.187, -2.316, -1.374, -1.647, 0.759, -1.177, 0.022, -0.376, 2.148, -1.667, -1.774, -2.030, 0.461, 0.416, 0.369, 0.483, 0.195, 0.294, 0.452, 0.338, 0.113, -0.003, 1.093, 0.667, 0.198, 0.428, 0.376, -0.063, 0.242, 0.559, 0.448, 0.450, 0.421, 0.394, 0.452, 0.400, 0.338, 0.106, 0.479, 0.349, 0.461, 0.265, 0.412, 0.345, 0.318, 0.468, 0.266, 0.464, 0.398, 0.201, 0.374, 0.558, -0.504, -0.129, -0.142, -1.368, 0.511, -0.468, 0.826, -0.649, -0.693, -0.851, -0.382, 0.346, -0.224, 0.498, 0.472, 0.170, -0.288, 0.391, 0.321, 0.350, 0.498, 0.359, 0.405, 0.433, 0.288, -1.047, 0.212, -0.885, 0.765, -0.125, -0.740, 0.356, 0.386, 0.305, 0.455, 0.288, 0.166, 0.575, 0.329, -0.843],
  "homo_energy_ev": [-6.59, -6.88],
  "molar_mass_g_mol": 869.14,
  "largest_force_ev_per_a": 0.4,
  "multiplicity": 3,
  "e_above_lowest_kj_mol": 7.32,
  "orbital_gap_ha": [0.2562, 0.2042]
}

3.
{
  "formula": "C32H58Br16NO4",
  "method": "ωB97M-V/def2-TZVPD",
  "species": ["C", "C", "O", "C", "C", "C", "C", "C", "O", "O", "C", "O", "C", "C", "C", "C", "C", "C", "C", "C", "N", "H", "H", "H", "H", "H", "H", "H", "H", "H", "H", "H", "H", "H", "H", "H", "H", "H", "H", "H", "H", "H", "H", "H", "H", "H", "H", "Br", "C", "C", "Br", "H", "H", "H", "H", "Br", "C", "C", "Br", "H", "H", "H", "H", "Br", "C", "C", "Br", "H", "H", "H", "H", "Br", "C", "C", "Br", "H", "H", "H", "H", "Br", "C", "C", "Br", "H", "H", "H", "H", "Br", "C", "C", "Br", "H", "H", "H", "H", "Br", "C", "C", "Br", "H", "H", "H", "H", "Br", "C", "C", "Br", "H", "H", "H", "H"],
  "xyz": [[5.485, -0.725, 1.705], [4.989, 0.605, 1.152], [5.289, 1.634, 2.104], [5.004, 2.922, 1.628], [3.544, 3.219, 1.774], [2.802, 3.987, 0.880], [1.452, 4.185, 1.115], [0.670, 5.030, 0.145], [1.128, 6.050, -0.247], [-0.477, 4.531, -0.304], [0.839, 3.616, 2.244], [-0.479, 3.814, 2.402], [-1.207, 2.726, 3.024], [-2.673, 2.780, 2.618], [-3.598, 3.247, 3.756], [-3.114, 1.422, 2.055], [-2.497, 1.086, 0.690], [-3.229, 1.795, -0.450], [-2.536, -0.417, 0.393], [1.617, 2.869, 3.112], [2.923, 2.699, 2.838], [6.141, -0.522, 2.543], [4.652, -1.335, 2.035], [6.041, -1.275, 0.956], [5.481, 0.830, 0.207], [3.909, 0.572, 1.002], [5.597, 3.644, 2.187], [5.283, 3.045, 0.583], [3.278, 4.422, 0.018], [-0.901, 3.977, 0.372], [-0.763, 1.773, 2.741], [-1.128, 2.821, 4.104], [-2.763, 3.513, 1.817], [-4.251, 4.040, 3.405], [-3.061, 3.643, 4.612], [-4.253, 2.439, 4.063], [-2.869, 0.679, 2.812], [-4.193, 1.473, 1.934], [-1.440, 1.376, 0.696], [-4.294, 1.771, -0.250], [-2.951, 2.839, -0.593], [-3.015, 1.276, -1.380], [-1.713, -0.678, -0.268], [-3.454, -0.687, -0.121], [-2.437, -1.034, 1.279], [1.219, 2.385, 3.985], [3.494, 2.118, 3.445], [1.815, -0.470, 3.290], [1.050, -2.266, 3.210], [-0.338, -2.251, 2.641], [-1.673, -1.609, 3.905], [1.092, -2.667, 4.216], [1.718, -2.829, 2.562], [-0.646, -3.266, 2.404], [-0.418, -1.631, 1.754], [-2.063, -2.127, -2.768], [-0.369, -3.079, -2.791], [-0.399, -4.317, -1.943], [-0.332, -3.878, -0.045], [0.373, -2.355, -2.474], [-0.188, -3.334, -3.834], [0.478, -4.931, -2.130], [-1.293, -4.915, -2.088], [-7.966, 1.552, 0.255], [-7.453, 2.849, -1.098], [-7.423, 2.249, -2.478], [-5.879, 1.086, -2.707], [-6.484, 3.237, -0.801], [-8.194, 3.643, -1.046], [-7.322, 3.032, -3.225], [-8.299, 1.648, -2.695], [-0.447, -4.788, 4.138], [-0.485, -6.276, 2.880], [-1.832, -6.942, 2.843], [-2.145, -8.039, 4.417], [0.308, -6.954, 3.178], [-0.253, -5.839, 1.913], [-1.891, -7.619, 1.994], [-2.645, -6.225, 2.794], [0.387, -7.966, -2.657], [-1.130, -8.706, -3.623], [-2.202, -7.671, -3.840], [-3.170, -7.265, -2.202], [-1.479, -9.555, -3.044], [-0.739, -9.050, -4.577], [-2.946, -8.035, -4.543], [-1.795, -6.731, -4.197], [-1.709, 1.726, -3.937], [-2.905, 1.972, -5.450], [-3.453, 0.654, -5.926], [-2.112, -0.374, -6.890], [-2.339, 2.491, -6.215], [-3.707, 2.612, -5.089], [-4.268, 0.814, -6.628], [-3.795, 0.030, -5.107], [1.636, -0.057, -1.779], [1.820, 0.739, -3.551], [1.736, -0.301, -4.634], [3.356, -1.375, -4.725], [2.767, 1.268, -3.558], [1.000, 1.443, -3.648], [1.634, 0.175, -5.605], [0.909, -0.987, -4.482], [8.284, 3.279, 0.050], [9.555, 4.209, 1.196], [9.289, 3.953, 2.655], [7.735, 4.938, 3.292], [9.494, 5.260, 0.940], [10.532, 3.822, 0.918], [10.121, 4.303, 3.261], [9.102, 2.906, 2.865]],
  "mulliken_charge": [-1.129, 0.261, -0.433, -0.145, -0.092, -1.016, 0.847, -0.051, -0.506, -0.483, 0.766, -0.559, -0.725, 1.167, -1.468, -1.723, 2.415, -1.673, -1.600, -0.719, 0.089, 0.327, 0.132, 0.366, 0.287, 0.070, -0.191, 0.455, 0.608, 0.402, 0.245, 0.343, 0.195, 0.355, 0.391, 0.398, -0.114, 0.672, -0.235, 0.381, 0.307, 0.175, 0.230, 0.418, 0.099, 0.868, 0.447, -0.183, -0.273, -0.941, -0.041, 0.565, 0.312, 0.088, 0.387, -0.039, -0.398, -0.261, -0.010, -0.092, 0.481, 0.336, 0.116, -0.120, -0.618, -0.583, -0.075, 0.299, 0.397, 0.345, 0.366, -0.089, -0.186, -0.588, -0.155, 0.453, -0.175, 0.390, 0.353, -0.130, -0.539, -0.584, -0.134, 0.373, 0.349, 0.368, 0.316, -0.024, -0.617, -0.451, -0.154, 0.426, 0.324, 0.388, 0.185, -0.013, -0.520, -0.379, -0.150, 0.435, 0.065, 0.422, 0.088, -0.102, -0.569, -0.583, -0.150, 0.369, 0.347, 0.365, 0.359],
  "homo_energy_ev": -11.54,
  "molar_mass_g_mol": 1799.28,
  "largest_force_ev_per_a": 1.7,
  "total_charge": 1,
  "orbital_gap_ha": 0.2852
}